{
  "formula": "C25H39F5O19",
  "method": "the ωB97M-V functional and the def2-TZVPD basis",
  "total_energy_ev": -79046.2162,
  "total_charge": 0,
  "fmax_ev_per_a": 1.94,
  "multiplicity": 1,
  "e_lumo_ev": -0.2,
  "de_lowest_kcal_mol": 1.8,
  "elements": ["O", "C", "O", "C", "C", "F", "O", "H", "H", "H", "O", "C", "O", "C", "C", "F", "O", "H", "H", "H", "O", "C", "O", "C", "C", "F", "O", "H", "H", "H", "O", "C", "O", "C", "C", "F", "O", "H", "H", "H", "O", "C", "O", "C", "C", "F", "O", "H", "H", "H", "C", "C", "C", "O", "C", "H", "H", "H", "H", "H", "H", "H", "H", "C", "C", "C", "O", "C", "H", "H", "H", "H", "H", "H", "H", "H", "C", "O", "H", "H", "H", "H", "C", "O", "H", "H", "H", "H"],
  "xyz": [[-1.78247, 2.32326, -2.20753], [-2.74912, 2.21117, -2.87553], [-3.81131, 3.02351, -2.85496], [-4.77383, 2.59613, -3.81710], [-4.18374, 1.27884, -4.36789], [-4.04657, 1.31053, -5.71582], [-2.92376, 1.21528, -3.77708], [-5.66050, 2.38250, -3.22282], [-5.00403, 3.30162, -4.60948], [-4.81781, 0.42772, -4.12390], [-1.56288, 2.21548, -6.80939], [-0.63394, 1.81835, -6.20302], [0.50237, 2.52363, -5.99768], [1.46873, 1.67261, -5.39340], [0.62569, 0.53143, -4.84351], [0.36185, 0.63781, -3.49729], [-0.55166, 0.61382, -5.57001], [2.28228, 1.36196, -6.04621], [1.92172, 2.23805, -4.57783], [1.13021, -0.42408, -4.98416], [-0.55341, -3.27031, 0.97526], [-0.35370, -2.13394, 0.71879], [-0.89018, -1.45835, -0.32464], [-0.14795, -0.23316, -0.46976], [0.31706, -0.00131, 0.95226], [-0.63074, 0.61835, 1.72343], [0.51641, -1.31418, 1.38573], [0.72527, -0.41793, -1.09661], [-0.79638, 0.54461, -0.85989], [1.22946, 0.59009, 0.97659], [4.55757, -0.07103, -4.93723], [4.18930, -1.02488, -4.34884], [3.21867, -1.01773, -3.42071], [3.08232, -2.31895, -2.84200], [4.41904, -2.96716, -3.22820], [4.19558, -4.25668, -3.60524], [4.79690, -2.24678, -4.37811], [2.98155, -2.22524, -1.76496], [2.26358, -2.84848, -3.32286], [5.20155, -2.94733, -2.47271], [-2.73260, 2.20134, 7.99690], [-1.99710, 2.11745, 7.08253], [-1.04982, 3.03476, 6.77680], [-0.47851, 2.69569, 5.52171], [-0.83469, 1.22052, 5.38399], [0.14374, 0.46090, 5.98671], [-1.97540, 1.09976, 6.17680], [-1.02508, 3.26288, 4.76457], [0.58954, 2.86191, 5.45285], [-0.97993, 0.86881, 4.36685], [5.49253, 1.67106, -2.12642], [5.15904, 0.90636, -0.84401], [4.27154, 1.87158, -0.09090], [3.53644, 2.53449, -1.11925], [4.40065, 2.75604, -2.21835], [5.72363, 1.04964, -2.98444], [6.41928, 2.22627, -1.92633], [6.04307, 0.58111, -0.29618], [4.60329, -0.00614, -1.09475], [4.87267, 2.60304, 0.46693], [3.51356, 1.49063, 0.59072], [4.83458, 3.75936, -2.21556], [3.83963, 2.63956, -3.14921], [-3.39920, -2.34038, 5.02044], [-2.36275, -2.54893, 3.90707], [-3.27277, -3.17853, 2.85178], [-4.43938, -2.37922, 2.88756], [-4.69616, -2.00726, 4.24908], [-3.08750, -1.50985, 5.65187], [-3.61321, -3.22668, 5.61402], [-1.54049, -3.19140, 4.20128], [-2.10003, -1.56631, 3.50999], [-3.46835, -4.23798, 3.06854], [-2.86124, -3.17225, 1.84345], [-5.54005, -2.54986, 4.67695], [-4.93813, -0.94401, 4.24263], [2.44374, -2.91526, 3.89097], [2.87413, -1.67570, 4.47565], [2.38472, -2.86310, 2.79484], [3.13186, -3.70350, 4.18085], [1.38275, -3.06365, 4.10769], [3.19400, -1.11458, 3.76713], [-4.38013, 0.34405, 0.60433], [-4.95742, -0.95797, 0.61624], [-5.17280, 1.08297, 0.47947], [-3.84635, 0.52512, 1.54028], [-3.67577, 0.42998, -0.22086], [-4.54264, -1.40192, 1.37113]]
}